Below is a molecular structure, C52H141F8N6O36PRbS2 in a non-equilibrium geometry, with properties calculated with ωB97M-V/def2-TZVPD.

Each line ends with the Mulliken charge.
Atoms and positions in Å:
O 2.420 1.063 5.857  -0.28
H -1.376 -3.152 -4.169  0.28
S -3.316 -6.040 2.055  1.02
H 0.814 -0.437 7.491  0.70
O -4.077 1.222 5.407  -0.61
C -3.591 6.117 4.457  -0.48
H 0.642 2.438 2.982  -0.68
H -4.661 1.573 0.142  0.04
H 4.301 -0.290 -2.044  -0.33
O 6.745 -0.656 -0.659  -0.32
C 0.343 -3.161 4.443  1.91
H -5.290 2.803 5.873  0.46
H -4.219 5.011 3.060  0.36
O -4.697 -1.331 -3.114  -0.54
H 1.027 7.427 -7.067  0.39
H 2.102 -10.632 -1.045  0.27
H -8.244 -4.151 0.973  0.40
H -6.777 -2.440 0.355  0.24
C 4.828 1.571 1.912  0.37
C -4.260 2.621 5.565  -0.09
H 0.087 4.038 -8.801  0.09
H 4.731 -2.201 -0.997  0.17
C 1.858 3.748 -6.779  0.54
H 5.697 0.915 1.874  0.40
C 0.986 -4.971 1.184  -0.01
H -3.946 1.711 2.474  0.37
O 6.101 -2.899 3.525  -0.58
H 1.783 2.465 6.978  0.32
C -2.251 2.191 -4.692  0.07
H -0.333 7.616 -8.099  0.37
H -4.018 3.195 4.670  -0.09
H 7.065 -1.069 -2.680  0.40
O -5.281 -1.102 4.370  -0.62
H 3.947 3.912 -6.849  0.55
H 7.686 -0.482 -0.586  0.23
H -2.758 6.771 0.619  0.43
C 1.198 0.482 5.465  0.20
H 0.784 -4.023 0.685  -0.22
F 1.390 0.825 0.811  -0.77
O -4.591 -8.540 1.441  -0.63
H 5.219 4.195 -1.447  0.34
C -0.965 5.067 -0.092  -1.38
C 0.401 3.023 -8.557  0.02
C -6.331 -3.415 0.155  -0.15
H 2.172 -9.412 -2.271  0.38
H -4.842 0.744 -3.727  0.23
H 5.758 -3.725 3.175  0.34
H 6.528 2.920 -1.565  0.37
O -1.823 4.561 3.965  -0.15
H -1.893 4.322 -5.724  0.48
H 2.930 1.450 2.984  -1.34
H 4.235 1.498 1.000  -0.46
N -2.074 4.613 -4.774  -0.38
O 0.669 -11.577 -3.114  -0.42
C -3.597 1.711 0.332  -0.50
H 2.702 0.511 -3.709  -0.39
H 0.645 5.212 1.809  0.33
H -2.403 -1.994 2.938  -0.42
C 2.331 -8.201 -0.108  -1.03
H 0.941 3.950 4.608  0.42
C -2.089 5.934 4.061  -0.33
C 1.885 -7.179 0.910  -0.60
H 0.740 -9.393 0.263  0.20
C 3.933 1.023 2.964  2.08
H -1.523 0.615 -7.366  0.28
H -3.770 7.148 4.763  0.39
O 1.297 -6.058 0.224  -0.18
H -2.337 0.042 -5.938  0.17
O -2.363 4.863 0.042  0.01
H 1.196 -2.640 6.998  0.37
H 2.642 5.736 5.745  0.29
H 0.705 6.256 -8.402  0.27
H 0.834 2.076 -1.810  -0.17
C 0.226 -10.568 -2.169  -0.36
C 1.496 -9.885 -1.559  -0.63
H -4.770 -4.499 0.620  0.70
H 1.476 -11.902 -5.140  0.27
H 1.789 -0.165 -2.385  -0.05
O -2.515 -0.108 3.574  1.23
H 6.944 -2.090 1.706  0.22
H -6.003 -0.243 -1.092  0.01
C -7.184 -4.395 1.045  -0.50
C 1.683 3.964 3.810  -0.02
H -0.363 2.546 -7.943  -0.18
H 0.596 -4.171 -3.873  0.45
H -6.092 1.413 -1.622  0.49
H -0.771 5.099 -1.164  0.10
F 1.032 -1.100 2.191  -0.45
C 1.812 1.921 -2.265  1.54
S -4.009 -7.578 0.470  0.61
H 0.468 2.428 -9.467  0.33
O -1.872 -6.439 2.054  -0.42
O -0.588 6.071 -6.756  -0.06
H 5.123 -4.108 1.167  0.34
C 2.492 1.647 7.104  -1.02
O 1.719 3.028 -8.042  -0.47
H -3.311 2.181 -4.441  0.21
H -5.911 -5.809 0.623  0.50
H 5.085 1.121 -4.871  0.28
C -3.482 2.257 1.652  0.38
C -4.205 -1.968 4.061  -0.71
H -4.112 5.902 -0.108  0.33
C -2.299 0.870 -6.645  -0.70
H 1.803 3.040 1.768  0.45
O -4.510 5.854 3.416  -0.61
H -5.457 -1.635 -3.615  0.23
H -0.430 -2.406 4.587  -0.56
N 0.172 4.327 1.918  -0.13
O -0.697 -1.384 -3.328  0.68
H 3.934 -2.078 2.037  -0.14
H 3.786 1.201 4.877  0.65
O -1.941 3.108 6.298  -0.57
C -3.204 -1.270 3.089  0.52
H 2.422 -10.982 -4.137  0.24
H -1.612 -4.979 4.235  0.06
H -7.447 0.792 -3.266  0.34
H 1.153 3.459 -6.000  -0.13
H 4.811 -0.983 -3.542  0.50
P 0.318 -0.416 0.862  1.79
H 2.440 1.638 -1.420  -1.36
C 5.401 2.985 -3.872  -0.55
H -1.828 1.334 -4.166  -0.09
H -3.174 1.077 5.116  0.00
H -3.990 5.416 5.190  0.13
C 1.368 -11.191 -4.322  -0.69
C 4.892 2.171 -5.091  -1.23
H -1.975 6.384 3.075  0.11
C 0.729 -0.720 6.441  -1.21
O -4.091 -6.182 3.296  -0.66
O 4.524 1.239 4.265  -0.76
H -3.250 2.324 -0.500  -0.24
H -1.041 7.726 -5.514  0.52
H -0.368 -11.105 -1.429  0.26
C 0.269 6.856 -7.603  -1.05
H -0.308 -2.200 -5.122  0.38
O -3.988 3.560 1.643  -0.72
H -0.501 3.450 -4.081  0.05
H 6.443 2.669 -3.820  0.55
H 6.232 -0.884 2.774  0.18
H -1.972 0.672 0.343  -1.09
C 3.223 3.613 -6.091  -0.80
C -4.727 0.112 -2.846  0.75
H 3.304 1.478 -6.044  0.30
C 1.599 -2.529 4.991  -0.50
H -2.408 6.748 -6.146  0.28
H 2.972 2.904 -3.583  -0.07
H 5.533 4.062 -3.975  0.39
O -6.860 -5.692 0.530  -0.59
C 1.077 3.329 2.529  -0.02
C 0.572 -3.251 -3.290  -0.58
H 6.514 0.582 -2.400  0.18
O 4.799 -2.253 -1.953  -0.57
C 3.100 5.662 4.759  -0.78
F -0.859 -1.548 0.807  -0.08
H -3.439 4.121 1.091  0.76
C -3.040 6.087 -0.181  -1.09
F -0.586 0.400 1.873  -0.10
H 0.444 -3.491 3.409  -0.30
H -0.475 -9.901 -2.671  0.32
H 3.326 4.329 -5.276  0.24
H 1.965 -1.766 4.305  -0.56
H -6.395 -3.623 -0.913  0.23
H -1.091 -5.935 5.648  0.32
C -1.389 6.723 -5.761  -0.92
C -1.590 3.457 -4.037  -0.02
H -3.788 0.545 -2.501  -0.20
H -3.678 -2.340 4.939  0.33
H 2.313 1.047 7.996  0.26
H 3.689 -0.037 2.885  -0.49
H -0.332 -0.829 6.219  0.26
C 6.159 -1.920 2.443  -0.25
H 3.498 6.598 4.366  0.34
O -2.714 -7.999 -0.091  -0.44
H -0.113 -0.659 -3.560  -0.11
H -0.238 5.778 -4.182  0.19
H -4.626 -2.880 3.638  0.16
O 0.745 0.693 -4.019  -0.98
H -1.521 6.482 4.814  0.38
H -3.241 0.968 -7.183  0.28
O 2.173 3.027 -3.067  -0.54
O 4.761 2.611 -2.677  0.13
H -1.221 4.390 3.237  0.00
H -1.990 0.279 2.869  -0.49
C -3.332 3.086 6.739  -0.64
H 2.439 3.279 4.194  0.06
N 1.132 -8.916 -0.536  -0.08
H 1.219 -7.539 1.694  0.26
H -1.813 3.488 5.426  0.45
O 5.222 2.959 2.331  -0.63
F -2.981 -4.495 1.967  -0.09
H 4.880 2.697 -0.701  -0.27
Rb -2.755 -2.141 -1.285  0.41
H 2.810 -7.825 -1.012  0.45
O -5.018 -3.572 0.591  -0.23
H -1.889 3.546 -2.993  -0.08
H 1.914 -4.749 1.711  0.40
O -7.161 0.073 -2.698  -0.61
H -6.870 -4.378 2.089  0.20
O 5.011 -3.284 0.687  -0.64
H 3.491 2.059 7.248  0.37
H 5.517 2.552 -5.899  0.56
H 0.960 -10.238 -4.661  0.31
H -3.701 -1.120 2.131  -0.03
H 5.248 2.915 3.290  0.32
H -2.413 2.393 1.814  -0.22
C -5.958 0.391 -1.977  -0.57
H 0.222 -5.250 1.911  -0.04
C -0.497 -2.512 -4.095  -0.59
O -1.900 2.114 -6.058  -0.28
H 0.654 3.603 0.061  0.15
C 4.915 -2.106 1.563  1.20
H -4.895 -0.280 4.682  0.52
H -1.697 6.324 -3.649  0.17
H -0.686 6.049 0.289  0.52
H -2.969 6.463 -1.202  0.10
N 3.474 2.309 -5.495  -0.15
H 1.732 4.824 -6.900  -0.06
C -0.752 -5.357 4.789  -0.44
F -5.067 -7.700 -0.723  -0.31
H 4.854 -1.191 0.974  -0.58
C -1.272 5.830 -4.523  -0.14
H -3.392 2.449 7.621  0.43
C 6.415 -0.449 -2.062  -0.56
F -0.350 0.305 -0.448  -0.40
F 1.249 -1.275 -0.138  -0.31
O -2.904 0.464 0.236  1.37
C 5.460 3.134 -1.514  -0.56
H 1.516 -2.706 -3.283  0.18
H 0.357 1.166 5.572  0.03
N -4.251 -6.075 0.655  -0.62
O 0.029 -4.295 5.316  -0.54
H -3.664 4.060 7.098  0.35
H -0.842 2.952 0.468  -0.61
C 1.784 0.629 -3.132  1.10
O 2.304 5.241 3.645  -0.52
H 3.098 -8.859 0.301  0.44
H 2.389 -3.279 4.956  0.43
H 0.733 1.578 -4.391  -0.18
H 2.720 -6.761 1.473  0.43
C -0.253 3.857 0.611  1.12
C 5.002 -1.008 -2.469  0.32
H 0.544 -2.943 -1.305  -0.12
O 0.159 -3.568 -1.923  -0.03
H 1.063 0.214 4.417  0.10
H -0.221 -5.939 4.036  0.21
N 1.563 -1.934 6.376  -0.35
H 4.006 5.063 4.847  0.24

Summary:
- lowest unoccupied orbital energy (eV) = 1.23
- charge = -1
- HOMO (eV) = -6.62